Record 1
{"formula": "C17H30N2", "method": "ωB97M-V/def2-TZVPD", "species": ["N", "N", "C", "C", "C", "C", "C", "C", "C", "C", "C", "C", "C", "C", "C", "C", "C", "C", "C", "H", "H", "H", "H", "H", "H", "H", "H", "H", "H", "H", "H", "H", "H", "H", "H", "H", "H", "H", "H", "H", "H", "H", "H", "H", "H", "H", "H", "H", "H"], "coordinates": [[3.039, 0.848, -0.347], [2.387, -3.089, 0.671], [2.984, 2.265, -0.615], [2.520, -0.057, -1.233], [2.651, -1.868, 0.392], [3.400, 0.402, 0.892], [-1.997, 1.910, -0.142], [-0.900, -3.594, -0.079], [1.748, 2.908, 0.031], [-1.566, -2.229, -0.199], [-3.051, -2.347, -0.548], [-0.783, 2.732, 0.286], [-3.740, -0.994, -0.738], [3.251, -0.879, 1.273], [-4.382, 1.204, 0.411], [-3.214, 2.133, 0.751], [-4.045, -0.285, 0.585], [0.452, 2.304, -0.504], [2.335, -1.352, -0.923], [-0.974, 3.798, 0.145], [2.278, 0.337, -2.210], [-2.926, 1.968, 1.792], [-4.704, 1.387, -0.616], [3.567, -1.188, 2.258], [0.326, 2.575, -1.555], [-5.218, 1.467, 1.064], [-1.445, -1.691, 0.743], [-4.884, -0.798, 1.060], [-3.564, -2.909, 0.236], [0.159, -3.490, 0.150], [-3.193, -0.380, 1.260], [-3.107, -0.363, -1.364], [-0.998, -4.146, -1.011], [-0.600, 2.567, 1.351], [-1.717, 0.858, -0.100], [2.957, 2.414, -1.697], [-4.680, -1.141, -1.275], [3.891, 2.737, -0.224], [-2.254, 2.150, -1.176], [-1.371, -4.176, 0.711], [1.796, 2.752, 1.112], [1.770, 3.983, -0.154], [1.934, -2.042, -1.646], [-3.139, -2.920, -1.474], [3.826, 1.151, 1.547], [-3.544, 3.171, 0.662], [0.521, 1.215, -0.448], [-1.060, -1.650, -0.977], [2.647, -3.357, 1.619]], "lowdin_charge": [-0.118, 0.091, -0.159, -0.084, -0.424, -0.072, -0.222, -0.113, -0.177, -0.281, -0.226, -0.210, -0.224, -0.010, -0.211, -0.218, -0.213, -0.214, -0.020, 0.118, 0.129, 0.113, 0.109, 0.104, 0.123, 0.103, 0.100, 0.110, 0.114, 0.026, 0.101, 0.098, 0.071, 0.116, 0.091, 0.125, 0.110, 0.123, 0.123, 0.071, 0.111, 0.117, 0.109, 0.109, 0.129, 0.111, 0.101, 0.100, 0.042], "energy_ha": -775.26311, "relative_energy_kcal_mol": 21.4, "e_homo_ev": -7.7, "homo_lumo_gap_ev": 8.422, "lumo_energy_ev": 0.73, "smiles": "CCCCCCCCCCCCn1ccc(=N)cc1"}


Record 2
{"formula": "C17H30N5O6Ti", "method": "ωB97M-V/def2-TZVPD", "species": ["Ti", "O", "O", "O", "O", "O", "O", "N", "N", "N", "N", "N", "C", "C", "C", "C", "C", "C", "C", "C", "C", "C", "C", "C", "C", "C", "C", "C", "C", "H", "H", "H", "H", "H", "H", "H", "H", "H", "H", "H", "H", "H", "H", "H", "H", "H", "H", "H", "H", "H", "H", "H", "H", "H", "H", "H", "H", "H", "H"], "coordinates": [[-0.110, -0.314, 0.232], [-1.930, -0.376, -0.867], [-1.772, 0.477, 1.551], [0.538, -1.097, 2.089], [-1.460, -2.020, 0.878], [0.350, 1.759, 1.246], [2.077, 0.138, 0.427], [2.205, -3.320, -1.484], [0.178, 0.946, -1.401], [0.571, 1.872, -3.633], [4.468, -3.875, -2.308], [0.575, -1.710, -0.739], [2.746, -0.667, 1.427], [1.921, 1.847, -4.236], [-2.380, -2.608, -0.060], [-0.279, -2.019, 2.870], [0.361, 1.387, -2.467], [-2.960, 0.563, -0.474], [-3.117, 0.480, 1.023], [-1.485, 1.401, 2.624], [1.447, -2.477, -1.119], [1.665, 2.337, 1.296], [-0.519, 2.475, -4.429], [-2.363, -1.699, -1.281], [1.845, -0.764, 2.628], [-0.944, -2.918, 1.868], [3.412, -3.618, -1.932], [2.508, 1.517, 0.349], [-0.630, 2.479, 2.022], [-3.360, -2.662, 0.416], [3.569, 1.586, 0.585], [2.033, 2.296, 2.324], [0.357, -2.580, 3.550], [3.715, -0.235, 1.673], [-0.142, 3.078, 2.791], [1.766, 0.170, 3.184], [2.360, 1.821, -0.680], [-3.883, 0.341, -1.008], [1.634, 3.381, 0.978], [-0.253, 3.503, -4.667], [2.245, 2.869, -4.425], [-3.672, 1.339, 1.400], [-3.616, -0.433, 1.346], [-2.061, -3.616, -0.329], [-3.339, -1.626, -1.757], [-1.631, -2.026, -2.013], [-0.236, -3.608, 1.401], [-1.007, -1.439, 3.436], [1.875, 1.299, -5.176], [-1.192, 3.138, 1.358], [-2.406, 1.778, 3.064], [-1.447, 2.462, -3.863], [2.904, -1.651, 0.987], [2.622, 1.356, -3.566], [2.177, -1.554, 3.300], [-2.599, 1.546, -0.773], [-0.932, 0.851, 3.385], [-1.756, -3.485, 2.326], [-0.643, 1.907, -5.349]], "lowdin_charge": [1.289, -0.275, -0.238, -0.251, -0.259, -0.240, -0.240, 0.215, 0.148, -0.142, 0.232, 0.051, -0.084, 0.030, -0.088, -0.066, -0.151, -0.079, -0.082, -0.090, -0.172, -0.106, 0.030, -0.078, -0.072, -0.096, -0.246, -0.098, -0.092, 0.151, 0.156, 0.145, 0.157, 0.160, 0.157, 0.143, 0.117, 0.159, 0.160, 0.113, 0.112, 0.158, 0.147, 0.156, 0.154, 0.133, 0.153, 0.144, 0.112, 0.155, 0.157, 0.098, 0.138, 0.098, 0.158, 0.143, 0.136, 0.166, 0.112], "energy_ha": -2239.45225, "relative_energy_kcal_mol": 1.0, "e_homo_ev": -18.4, "homo_lumo_gap_ev": 7.213, "lumo_energy_ev": -11.18, "total_charge": 3}


Record 3
{"formula": "C17H30N7O3PdS", "method": "ωB97M-V/def2-TZVPD", "species": ["Pd", "S", "O", "O", "O", "N", "N", "N", "N", "N", "N", "N", "C", "C", "C", "C", "C", "C", "C", "C", "C", "C", "C", "C", "C", "C", "C", "C", "C", "H", "H", "H", "H", "H", "H", "H", "H", "H", "H", "H", "H", "H", "H", "H", "H", "H", "H", "H", "H", "H", "H", "H", "H", "H", "H", "H", "H", "H", "H"], "coordinates": [[-0.450, 0.164, -0.062], [-2.028, -0.472, -1.536], [0.667, 0.436, 2.414], [1.879, -1.811, 2.007], [-0.702, -0.392, 3.979], [-2.162, 2.270, -0.601], [-3.763, 0.570, -3.176], [1.575, -0.458, -2.660], [1.281, -2.760, -2.480], [-2.890, 2.104, -1.713], [0.512, -1.369, -0.801], [-0.807, 1.895, 1.470], [1.667, -2.266, 4.401], [-0.893, 4.152, 2.198], [2.477, -3.134, -3.248], [-1.234, 3.106, 1.274], [-0.073, 3.932, 3.281], [1.602, -0.418, -4.125], [0.463, -3.885, -2.034], [0.976, -1.919, 3.082], [-2.946, 0.831, -2.177], [1.111, -1.525, -1.990], [-2.074, 3.354, 0.058], [-0.098, 1.586, 2.629], [0.230, -0.608, 3.260], [0.394, 2.641, 3.476], [-2.724, 4.664, -0.231], [-0.077, -2.970, 2.717], [1.877, 0.795, -1.991], [2.226, 0.604, -0.976], [3.198, -2.323, -3.233], [2.431, -1.528, 4.655], [0.434, -3.921, 2.584], [-0.827, -3.069, 3.499], [-3.669, 4.761, 0.309], [0.402, -2.225, -0.274], [-2.090, 5.508, 0.034], [-1.277, 5.148, 2.013], [2.772, -1.663, 2.341], [-2.924, 4.772, -1.297], [-0.892, 1.219, 3.428], [-0.554, -3.559, -1.823], [2.623, -0.400, -4.504], [1.081, -1.281, -4.528], [-3.501, 2.826, -2.082], [-0.587, -2.712, 1.785], [0.419, -4.610, -2.843], [2.143, -3.240, 4.288], [1.020, 1.478, -1.983], [1.008, 2.374, 4.331], [2.218, -3.383, -4.276], [2.688, 1.283, -2.530], [-3.820, -0.364, -3.557], [0.952, -2.321, 5.220], [-4.381, 1.264, -3.572], [0.210, 4.736, 3.948], [0.896, -4.372, -1.157], [2.926, -4.003, -2.768], [1.088, 0.486, -4.454]], "lowdin_charge": [0.721, 0.807, 0.042, 0.008, 0.192, 0.034, 0.169, -0.137, -0.121, 0.043, -0.046, 0.136, 0.031, 0.138, -0.002, -0.136, 0.057, -0.012, -0.014, -0.536, -0.696, -0.443, -0.224, -0.364, -0.320, 0.181, 0.019, 0.026, -0.055, 0.087, 0.097, 0.108, 0.113, 0.111, 0.122, 0.056, 0.096, 0.142, 0.123, 0.093, 0.250, 0.090, 0.107, 0.097, 0.175, 0.081, 0.110, 0.115, 0.071, 0.173, 0.108, 0.109, 0.134, 0.112, 0.150, 0.154, 0.107, 0.109, 0.102], "energy_ha": -1799.83043, "relative_energy_kcal_mol": 0.0, "e_homo_ev": -17.1, "homo_lumo_gap_ev": 5.442, "lumo_energy_ev": -11.68, "total_charge": 3}


Record 4
{"formula": "C17H30N8O3P", "method": "ωB97M-V/def2-TZVPD", "species": ["P", "O", "O", "O", "N", "N", "N", "N", "N", "N", "N", "N", "C", "C", "C", "C", "C", "C", "C", "C", "C", "C", "C", "C", "C", "C", "C", "C", "C", "H", "H", "H", "H", "H", "H", "H", "H", "H", "H", "H", "H", "H", "H", "H", "H", "H", "H", "H", "H", "H", "H", "H", "H", "H", "H", "H", "H", "H", "H"], "coordinates": [[2.040, -0.643, 4.991], [-1.415, 0.686, 0.734], [0.578, -0.228, 5.547], [1.820, 0.964, 0.132], [1.612, -0.540, 3.237], [-0.980, -3.884, 2.318], [7.185, 3.684, -2.596], [-4.640, -0.300, -1.944], [1.984, -2.315, 5.196], [1.564, 0.202, 1.234], [-3.223, -3.723, -6.123], [3.309, 3.691, 1.482], [-4.051, -3.215, -5.513], [4.517, 3.523, -0.821], [-3.606, 2.038, -2.439], [6.937, 3.286, -3.644], [-3.080, -4.782, 1.067], [-1.662, 2.208, 2.551], [-1.552, -0.626, 0.220], [-1.909, -4.276, 1.768], [0.708, -1.309, 2.522], [6.633, 2.809, -4.986], [3.854, 3.643, 0.471], [0.674, -0.840, 1.250], [-0.158, -1.262, 0.099], [-5.093, -2.579, -4.718], [2.123, 0.378, 2.425], [-4.194, 0.732, -2.173], [-2.221, 0.981, 1.872], [0.151, -2.128, 2.940], [-3.251, 1.159, 1.550], [1.576, 1.869, 0.389], [4.511, 2.483, -1.143], [-2.521, 1.955, -2.457], [-3.898, 2.738, -1.659], [-2.770, -5.483, 0.294], [-3.735, -5.291, 1.771], [5.550, 3.857, -0.746], [2.880, -2.682, 5.492], [-5.602, -1.819, -5.307], [-2.124, 2.334, 3.529], [-3.622, -3.956, 0.608], [0.309, -0.991, -0.846], [-3.953, 2.411, -3.400], [7.433, 2.159, -5.335], [-2.207, 0.134, 2.565], [-1.857, 3.111, 1.977], [6.541, 3.655, -5.664], [2.840, 1.147, 2.666], [-0.588, 2.105, 2.708], [1.620, -2.881, 4.439], [-0.238, -2.347, 0.124], [5.699, 2.251, -4.981], [-2.034, -0.582, -0.756], [-2.151, -1.241, 0.895], [4.003, 4.136, -1.559], [-4.650, -2.106, -3.843], [-5.820, -3.321, -4.393], [0.153, -0.979, 5.982]], "lowdin_charge": [0.869, -0.169, -0.279, 0.098, -0.157, 0.153, 0.140, 0.139, -0.143, -0.054, 0.122, 0.128, -0.291, -0.077, -0.056, -0.263, -0.044, -0.059, -0.189, -0.241, -0.022, -0.062, -0.271, -0.161, -0.065, -0.078, -0.057, -0.274, -0.260, 0.073, 0.124, 0.121, 0.082, 0.082, 0.087, 0.093, 0.093, 0.056, 0.044, 0.083, 0.084, 0.086, 0.125, 0.087, 0.087, 0.116, 0.079, 0.087, 0.144, 0.066, 0.041, 0.111, 0.081, 0.105, 0.115, 0.089, 0.040, 0.083, 0.061], "energy_ha": -1670.63421, "e_homo_ev": -12.7, "homo_lumo_gap_ev": 10.614, "lumo_energy_ev": -2.09, "total_charge": 1}